{"formula": "C36H58NO14S2", "method": "ωB97M-V/def2-TZVPD", "e_homo_ev": -5.8, "total_energy_ev": -90095.4067, "homo_lumo_gap_ev": 7.35, "largest_force_ev_per_a": 1.5, "charge": -1, "elements": ["O", "C", "O", "O", "C", "O", "O", "C", "C", "C", "S", "C", "S", "N", "C", "C", "C", "C", "C", "C", "C", "C", "C", "C", "C", "C", "H", "H", "H", "H", "H", "H", "H", "H", "H", "H", "H", "H", "H", "H", "H", "H", "C", "O", "C", "C", "O", "C", "C", "O", "C", "H", "H", "H", "H", "H", "H", "H", "H", "H", "H", "H", "H", "H", "H", "C", "O", "C", "C", "O", "C", "C", "O", "C", "H", "H", "H", "H", "H", "H", "H", "H", "H", "H", "H", "H", "H", "H", "C", "O", "C", "C", "O", "C", "C", "O", "C", "H", "H", "H", "H", "H", "H", "H", "H", "H", "H", "H", "H", "H", "H"], "positions_angstrom": [[1.4921, -0.4711, 2.7182], [0.5035, -0.8364, 3.3367], [0.3213, -1.6531, 4.2113], [-0.7393, -0.0860, 2.9776], [-0.9202, 0.1320, 1.6878], [-1.3446, -0.6690, 0.8815], [-0.6406, 1.4267, 1.3574], [-1.4439, 1.9531, 0.3068], [-2.7949, 2.3659, 0.8732], [-3.8479, 2.4139, -0.2215], [-5.3887, 3.2446, 0.2056], [-6.3897, 2.1327, 1.1039], [-7.9578, 2.5394, 1.2164], [-5.9032, 0.9720, 1.7782], [-5.4589, -0.0760, 0.8904], [-4.1443, -0.5336, 0.8469], [-3.7915, -1.5500, -0.0195], [-4.7456, -2.1288, -0.8470], [-6.0570, -1.6791, -0.7990], [-6.4158, -0.6639, 0.0729], [-5.1726, 1.1741, 2.9881], [-4.8609, 2.4354, 3.4833], [-4.1438, 2.5591, 4.6659], [-3.7337, 1.4441, 5.3696], [-4.0791, 0.1850, 4.8933], [-4.8034, 0.0499, 3.7240], [-1.5626, 1.2264, -0.4973], [-0.9199, 2.8104, -0.1147], [-3.0764, 1.6830, 1.6692], [-2.7114, 3.3596, 1.3182], [-3.4695, 3.0059, -1.0593], [-4.0571, 1.4265, -0.6209], [-3.3857, -0.1210, 1.4950], [-2.7598, -1.8747, -0.0213], [-4.4601, -2.9293, -1.5153], [-6.8078, -2.1395, -1.4258], [-7.4393, -0.3196, 0.1263], [-5.1604, 3.3300, 2.9577], [-3.8979, 3.5492, 5.0259], [-3.1450, 1.5562, 6.2678], [-3.7780, -0.7023, 5.4311], [-5.0648, -0.9339, 3.3607], [2.5953, 0.6518, 5.4516], [2.4960, 1.9634, 6.0020], [1.5673, 2.7599, 5.2934], [0.8164, 3.6926, 6.2148], [-0.1569, 3.0551, 7.0282], [0.2913, 2.2851, 8.1253], [0.7888, 3.0948, 9.3001], [2.0794, 3.6315, 9.0688], [2.3089, 4.8408, 9.7427], [3.0686, 0.6689, 4.4689], [3.1942, 0.0519, 6.1358], [1.6093, 0.1957, 5.3579], [0.8486, 2.1313, 4.7556], [2.1032, 3.3703, 4.5508], [0.2410, 4.3750, 5.5838], [1.5082, 4.2922, 6.8129], [1.0322, 1.5431, 7.8207], [-0.5985, 1.7513, 8.4690], [0.8307, 2.4357, 10.1793], [0.0745, 3.9026, 9.5041], [1.5258, 5.5769, 9.5220], [3.2637, 5.2318, 9.3945], [2.3613, 4.6993, 10.8303], [-0.3137, -0.7325, -2.3182], [0.1745, 0.4900, -2.8451], [1.2798, 0.9958, -2.1138], [2.2654, 1.6905, -3.0220], [3.0201, 0.8110, -3.8410], [2.3817, 0.2246, -4.9569], [2.1345, 1.1621, -6.1149], [1.0411, 2.0277, -5.8664], [1.1537, 3.2692, -6.5144], [-0.7791, -0.5789, -1.3431], [-1.0513, -1.1197, -3.0211], [0.4944, -1.4660, -2.2148], [1.7889, 0.1882, -1.5777], [0.9250, 1.7189, -1.3673], [3.0039, 2.1760, -2.3801], [1.7734, 2.4660, -3.6146], [1.4603, -0.2873, -4.6674], [3.0893, -0.5311, -5.3096], [1.9137, 0.5579, -7.0065], [3.0454, 1.7436, -6.3031], [2.1085, 3.7562, -6.2815], [0.3427, 3.8995, -6.1536], [1.0656, 3.1698, -7.6039], [4.4994, -7.6910, -8.0300], [4.6826, -6.7564, -6.9955], [5.5064, -5.6623, -7.3541], [5.0612, -4.3825, -6.6869], [3.8724, -3.8287, -7.2173], [2.6368, -4.4324, -6.8736], [2.1961, -4.1919, -5.4499], [2.9275, -4.9901, -4.5392], [3.0714, -4.3885, -3.2689], [5.4212, -8.2448, -8.2462], [3.7374, -8.3949, -7.7001], [4.1548, -7.2053, -8.9505], [5.5000, -5.5191, -8.4413], [6.5388, -5.8721, -7.0407], [5.8320, -3.6356, -6.8929], [4.9996, -4.5099, -5.6041], [2.6330, -5.5010, -7.1020], [1.9051, -3.9465, -7.5230], [1.1292, -4.4414, -5.3648], [2.3227, -3.1286, -5.2123], [3.4924, -3.3801, -3.3518], [3.7540, -5.0085, -2.6916], [2.1150, -4.3284, -2.7384]], "forces_ev_per_angstrom": [[-0.0732, 0.3817, -0.6294], [1.2131, -0.7937, 0.2423], [-0.5436, -0.1855, 0.5677], [-0.5977, 0.4424, -0.8094], [0.3373, 0.1434, 0.2904], [0.6947, 0.4576, 0.4119], [-0.2184, -0.1523, 0.0982], [-0.0452, -0.1295, -0.1379], [0.0175, 0.4447, -0.2126], [0.3462, -0.0214, 0.0390], [-0.1092, -0.1183, -0.2803], [-0.3857, -0.1519, 0.2885], [-0.1496, 0.1127, 0.1299], [0.9956, 0.3446, -0.4107], [-0.2421, -0.2065, 0.0877], [-0.2864, -0.0085, 0.2204], [-0.0947, -0.2619, -0.1385], [0.0218, 0.0918, 0.0447], [0.0907, -0.1053, -0.0572], [-0.0471, 0.0840, -0.0993], [-0.3046, -0.0335, 0.0698], [-0.1110, 0.0235, 0.0455], [-0.0591, 0.0704, -0.0291], [0.0079, -0.0833, 0.0009], [0.0085, 0.0488, 0.0176], [0.0505, -0.0375, 0.0756], [-0.0070, -0.1327, 0.0437], [0.1232, 0.0244, 0.1340], [0.0151, 0.1518, -0.0108], [0.0064, -0.0427, 0.1684], [-0.0765, 0.1072, -0.0076], [-0.0634, -0.0534, -0.0338], [-0.2863, -0.2244, -0.0710], [-0.1980, -0.0502, -0.0634], [-0.0350, -0.0421, -0.0525], [-0.0732, 0.0133, -0.0471], [-0.0471, 0.0251, 0.0255], [-0.0157, 0.0056, -0.0565], [0.0301, 0.0263, 0.0189], [0.0514, -0.0294, 0.0516], [0.0593, -0.0395, 0.0135], [-0.0063, -0.0261, -0.0007], [0.1194, 0.1269, 0.1047], [-0.1776, -0.1127, 0.0919], [0.1151, 0.0085, -0.0762], [0.0368, 0.0823, -0.0895], [-0.1256, 0.1202, 0.0618], [-0.0035, -0.1587, -0.0370], [0.0835, -0.0255, 0.1298], [-0.0748, 0.0907, -0.1936], [0.0545, -0.0510, 0.0521], [-0.0543, -0.0585, -0.0522], [0.0482, 0.0664, 0.0204], [0.0163, -0.0740, -0.0136], [-0.0019, 0.0003, 0.0007], [-0.0783, -0.0185, -0.0590], [0.0070, 0.0070, 0.0081], [0.0411, -0.1167, 0.0437], [0.0803, 0.0948, 0.0116], [0.0149, -0.0431, -0.0071], [-0.0899, 0.0481, 0.0439], [-0.0066, 0.0013, -0.0097], [-0.0002, -0.0033, 0.0162], [0.0173, -0.0134, 0.0213], [-0.0331, 0.0191, 0.0027], [-0.0924, 0.1387, -0.0139], [0.1823, -0.1374, -0.1242], [-0.1610, 0.0644, 0.0603], [-0.0145, 0.0943, 0.0870], [0.1503, 0.0587, -0.0329], [-0.0030, -0.2362, 0.0214], [-0.1248, 0.0120, -0.1165], [0.1044, 0.0650, 0.1971], [-0.0682, -0.0301, -0.0572], [0.0232, -0.1773, 0.0382], [-0.0258, 0.0512, 0.0026], [0.0059, -0.0006, 0.0176], [0.0111, -0.0099, -0.0023], [0.0674, -0.0501, 0.0668], [0.0069, 0.0146, -0.0146], [-0.0809, -0.0987, -0.0296], [-0.0634, 0.1296, -0.0327], [-0.0220, -0.0170, -0.0229], [0.1183, 0.0172, -0.0407], [0.0080, 0.0017, 0.0043], [0.0006, -0.0037, -0.0145], [-0.0204, -0.0094, -0.0208], [0.0365, 0.0082, -0.0023], [0.0594, -0.0499, 0.0539], [-0.1820, 0.1282, -0.0482], [0.1095, -0.1307, 0.0151], [0.0975, 0.0591, 0.1120], [-0.0025, 0.0815, -0.1128], [-0.1170, -0.0641, -0.0598], [-0.0842, -0.0691, 0.1664], [0.2222, 0.1239, -0.0699], [-0.0655, -0.0760, 0.0227], [0.0026, 0.0155, -0.0348], [0.0193, -0.0233, 0.0166], [0.0129, -0.0031, -0.0071], [-0.0299, 0.0066, -0.0036], [0.0320, 0.0293, -0.0848], [0.0045, 0.0087, 0.0326], [-0.0715, -0.1072, -0.0299], [0.0653, -0.0054, 0.0997], [-0.0032, -0.0165, -0.0128], [-0.0349, 0.1216, -0.0348], [-0.0095, 0.0098, -0.0066], [-0.0145, 0.0038, 0.0013], [-0.0216, -0.0210, 0.0098], [-0.0088, 0.0336, -0.0040]], "lowdin_charge": [0.02, -0.75, 0.03, 0.09, -0.57, 0.07, 0.04, -0.18, -0.21, -0.45, 0.93, -1.14, 0.67, -0.08, -0.24, -0.04, -0.05, -0.08, -0.09, -0.02, -0.24, -0.05, -0.08, -0.08, -0.06, -0.02, 0.11, 0.13, 0.09, 0.12, 0.08, 0.08, 0.09, 0.10, 0.10, 0.10, 0.10, 0.09, 0.10, 0.10, 0.11, 0.12, -0.09, -0.20, -0.20, -0.18, -0.13, -0.19, -0.21, -0.19, -0.13, 0.09, 0.09, 0.07, 0.13, 0.13, 0.12, 0.12, 0.13, 0.13, 0.13, 0.12, 0.09, 0.09, 0.08, -0.09, -0.20, -0.19, -0.18, -0.12, -0.19, -0.20, -0.19, -0.12, 0.06, 0.09, 0.09, 0.13, 0.12, 0.13, 0.12, 0.12, 0.12, 0.13, 0.13, 0.09, 0.09, 0.09, -0.12, -0.19, -0.21, -0.19, -0.12, -0.18, -0.20, -0.20, -0.10, 0.09, 0.09, 0.09, 0.12, 0.13, 0.13, 0.12, 0.12, 0.13, 0.13, 0.11, 0.09, 0.09, 0.09]}